{
  "formula": "C2H4ClP",
  "method": "wB97M-V/def2-TZVPD",
  "orbital_gap_ev": 9.33,
  "smiles": "C1=PC1.Cl",
  "de_lowest_kj_mol": 204.9,
  "total_charge": 0,
  "elements": ["C", "C", "P", "Cl", "H", "H", "H", "H"],
  "positions_angstrom": [[-0.0183, -0.0321, -0.5782], [0.8278, 1.2604, -0.6766], [0.3218, 0.2610, -2.1671], [-0.9020, -1.9210, 2.4721], [-1.7956, -2.3541, 1.7002], [-0.6398, -0.4287, 0.1216], [0.3592, 2.1274, -0.4658], [1.8469, 1.0872, -0.4061]],
  "nbo_charge": [-0.537, -0.652, 0.579, -0.256, 0.260, 0.211, 0.194, 0.201]
}


{
  "formula": "C17H33I2LuO6PS2Y",
  "method": "wB97M-V/def2-TZVPD",
  "orbital_gap_ev": [4.75, 5.54],
  "de_lowest_kj_mol": 0.0,
  "total_charge": 4,
  "elements": ["I", "I", "Y", "Lu", "S", "S", "C", "C", "C", "C", "C", "C", "C", "C", "C", "C", "C", "O", "O", "O", "H", "H", "H", "H", "H", "H", "H", "H", "H", "H", "H", "H", "H", "H", "H", "H", "H", "H", "C", "C", "O", "P", "O", "C", "C", "O", "C", "C", "H", "H", "H", "H", "H", "H", "H", "H", "H", "H", "H", "H", "H", "H", "H"],
  "positions_angstrom": [[0.3173, -4.2672, -1.0858], [-0.2180, -2.4251, -5.7133], [0.1729, -0.2608, -3.9403], [0.0531, -1.5802, -0.2698], [1.9244, -0.8882, -2.1235], [-1.4943, -0.3865, -1.8831], [1.6426, -0.2426, 1.0223], [3.7699, -0.7692, -2.0612], [-3.1925, 0.3112, -1.8251], [4.2946, -1.1128, -3.4493], [4.1259, 0.6564, -1.6678], [4.2720, -1.7798, -1.0387], [-3.8003, 0.1666, -3.2182], [-3.0745, 1.7772, -1.4226], [-3.9809, -0.5037, -0.8014], [1.7470, 1.4577, -4.6064], [-0.7647, 1.8947, -4.4545], [2.4338, 0.2898, 1.6756], [2.5368, 2.2512, -4.8965], [-1.2651, 2.9148, -4.6939], [3.9592, -0.3903, -4.2014], [3.9602, -2.1123, -3.7506], [5.3927, -1.1044, -3.4337], [3.7402, 1.3781, -2.3941], [5.2193, 0.7484, -1.6421], [3.7320, 0.9178, -0.6806], [3.9394, -1.5506, -0.0202], [5.3703, -1.7654, -1.0581], [3.9289, -2.7912, -1.2862], [-4.8428, 0.5219, -3.1852], [-3.7943, -0.8840, -3.5352], [-3.2591, 0.7567, -3.9705], [-4.0848, 2.2067, -1.3489], [-2.5029, 2.3495, -2.1657], [-2.5764, 1.8826, -0.4474], [-5.0174, -0.1406, -0.7876], [-3.5501, -0.4078, 0.2096], [-3.9761, -1.5655, -1.0723], [-0.1086, 3.8945, 2.9914], [-0.0099, 2.5666, 2.2994], [-1.3925, 2.1060, 2.2170], [-2.0351, 0.6664, 1.8036], [-2.5022, 0.0216, 3.1885], [-2.0434, 0.3978, 4.5359], [-0.7332, -0.2405, 4.8872], [-0.9007, -1.6455, 1.5100], [-0.8382, -2.7245, 2.4489], [0.6195, -2.9796, 2.8239], [-0.7659, 4.5693, 2.4349], [0.8741, 4.3527, 3.0715], [-0.5060, 3.7718, 4.0042], [0.3939, 2.6513, 1.2830], [0.5850, 1.8489, 2.8695], [-1.9870, 1.4915, 4.5958], [-2.8555, 0.0516, 5.1772], [0.0827, 0.0472, 4.2146], [-0.4795, 0.1206, 5.8853], [-0.8158, -1.3292, 4.9208], [-1.4307, -2.4509, 3.3262], [-1.2725, -3.6230, 1.9951], [1.0715, -2.0649, 3.2254], [0.7062, -3.7771, 3.5757], [1.2051, -3.2758, 1.9391]],
  "nbo_charge": [0.390, 0.445, 1.377, 1.388, -0.441, -0.460, 0.502, -0.030, -0.036, -0.632, -0.631, -0.636, -0.628, -0.623, -0.632, 0.438, 0.432, -0.334, -0.252, -0.250, 0.199, 0.225, 0.280, 0.207, 0.279, 0.213, 0.208, 0.281, 0.223, 0.282, 0.229, 0.192, 0.276, 0.208, 0.201, 0.274, 0.200, 0.234, -0.637, -0.057, -0.842, 1.759, -0.777, -0.079, -0.638, -0.967, -0.069, -0.628, 0.243, 0.256, 0.240, 0.178, 0.186, 0.214, 0.249, 0.185, 0.280, 0.227, 0.213, 0.187, 0.215, 0.282, 0.181]
}


Q: Number 1 is which compound?
A: C2H4ClP